# 1
Computed, not measured: a structure of composition C33H66NNiO7PS2Si4Te, with ωB97M-V/def2-TZVPD.

XYZ file:
```
116
Properties=species:S:1:pos:R:3
Ni -0.0925 0.6003 0.4646
O 1.5199 0.9955 1.5171
S 2.4108 -0.0588 0.8230
O 2.9533 -0.9750 1.8041
O 3.4016 0.5776 -0.0264
O 1.3285 -0.7514 -0.0147
N -2.7171 3.3272 0.0494
C -3.0203 3.0210 1.3714
C -4.2875 3.3370 1.8743
C -4.6403 3.0357 3.1794
C -3.7249 2.4472 4.0429
C -2.4478 2.1750 3.5705
C -2.0955 2.4450 2.2507
S -4.2078 1.9997 5.7109
O -5.6639 2.0983 5.6941
O -3.5549 2.9789 6.5688
O -3.7047 0.6404 5.8674
H -3.4795 3.3106 -0.6043
H -1.8255 3.0433 -0.3271
H -5.0075 3.8101 1.2113
H -5.6389 3.2384 3.5474
H -1.7329 1.6845 4.2239
H -1.1386 2.0520 1.9275
C -6.1480 -0.5916 1.3062
C -5.5827 0.3880 0.2816
C -4.3136 -0.1849 -0.3700
C -3.4816 -1.0247 0.6257
C -3.7110 -0.4986 2.0486
C -5.1638 -0.7463 2.4809
P -1.7047 -1.0645 0.1423
C -0.9350 -2.4661 1.0720
C -1.7647 -3.7684 1.2095
C -2.2993 -3.9524 2.6285
C -1.1512 -4.0890 3.6389
C 0.0492 -3.2044 3.2542
C -0.3946 -1.9945 2.4385
C -1.5912 -1.6002 -1.6161
C -2.3632 -2.8755 -2.0171
C -2.5924 -2.9379 -3.5365
C -1.3846 -2.3714 -4.2797
C -1.2232 -0.8659 -3.9780
C -1.8642 -0.4881 -2.6368
H -6.3180 -1.5587 0.8182
H -7.1204 -0.2547 1.6719
H -5.3473 1.3305 0.7921
H -6.3161 0.6233 -0.4935
H -3.7095 0.6346 -0.7680
H -4.5914 -0.8153 -1.2207
H -3.8327 -2.0633 0.5875
H -3.4831 0.5685 2.0770
H -3.0421 -0.9620 2.7707
H -5.4092 -0.0426 3.2788
H -5.2538 -1.7494 2.9090
H -0.0464 -2.6618 0.4667
H -1.1215 -4.6207 0.9628
H -2.5880 -3.8051 0.4999
H -2.9544 -4.8264 2.6743
H -2.9229 -3.0926 2.8893
H -0.8356 -5.1354 3.6941
H -1.5118 -3.8202 4.6342
H 0.7689 -3.7723 2.6557
H 0.5870 -2.8757 4.1441
H 0.4553 -1.3311 2.2816
H -1.1425 -1.4315 3.0041
H -0.5148 -1.8092 -1.6715
H -3.3271 -2.9348 -1.5011
H -1.7887 -3.7521 -1.7074
H -3.4824 -2.3602 -3.8074
H -2.7932 -3.9699 -3.8339
H -1.4778 -2.5373 -5.3552
H -0.4900 -2.9174 -3.9610
H -1.6771 -0.2687 -4.7743
H -0.1643 -0.5979 -3.9515
H -2.9412 -0.3558 -2.7596
H -1.4724 0.4682 -2.2974
C -0.7646 6.0422 -2.4481
Si 1.1002 5.8358 -2.2992
C 1.7763 5.2179 -3.9479
C 1.7496 7.5991 -2.0677
Si 1.6142 4.3046 -0.5976
Te 0.2667 2.3808 -1.4818
Si 3.9193 3.8788 -0.5567
C 4.8306 5.5357 -0.7621
C 4.4241 2.8069 -2.0089
C 4.5303 3.2027 1.0772
Si 0.9752 5.2938 1.4397
C -0.7621 6.0097 1.3406
C 2.1469 6.7532 1.7228
C 1.1834 4.1368 2.8982
H -1.0022 6.6340 -3.3411
H -1.1663 6.5650 -1.5726
H -1.2657 5.0734 -2.5213
H 1.2882 5.7387 -4.7801
H 1.6030 4.1433 -4.0641
H 2.8554 5.4008 -4.0175
H 1.4339 8.2037 -2.9277
H 2.8425 7.6578 -2.0004
H 1.3277 8.0585 -1.1659
H 4.3264 6.2257 -1.4519
H 5.8381 5.3485 -1.1550
H 4.9388 6.0451 0.2016
H 4.0902 3.2599 -2.9486
H 3.9825 1.8072 -1.9156
H 5.5152 2.7157 -2.0405
H 4.2871 3.9069 1.8798
H 5.6220 3.1072 1.0343
H 4.0981 2.2271 1.3089
H -0.7115 7.0591 1.0246
H -1.2485 5.9708 2.3213
H -1.3985 5.4690 0.6345
H 2.1221 7.4679 0.8916
H 3.1810 6.4152 1.8508
H 1.8517 7.2824 2.6366
H 1.0363 3.0893 2.6283
H 0.4818 4.3989 3.6977
H 2.2006 4.2232 3.2952
```

## Properties
- Max |F|: 0.83 eV/A
- 2S+1: 3
- Net charge: -2
- E_LUMO (alpha / beta): 3.70 / 3.70 eV
- DFT total energy: -5950.81668 a.u.
- Frontier orbital gap (alpha / beta): 0.240 / 0.238 Ha
- ΔE to the lowest compared entry with this formula, charge and spin: 26.2 kJ/mol

---

# 2
Computed, not measured: a structure of composition C42H37IrP2 in a non-equilibrium geometry, with ωB97M-V/def2-TZVPD.

XYZ file:
```
82
Properties=species:S:1:pos:R:3
C 1.7627 1.7300 -2.1364
C 2.3421 0.6843 -1.3778
C 2.8814 -0.4410 -2.0167
C 2.9504 -0.4724 -3.4113
C 2.5136 0.6350 -4.1701
C 1.9347 1.7558 -3.5425
P 1.9748 0.5826 0.4027
C 3.2204 -0.5334 1.1173
C 2.8868 -1.8771 1.3305
C 3.8417 -2.7533 1.8665
C 5.1286 -2.2856 2.1839
C 5.4550 -0.9272 1.9704
C 4.4944 -0.0503 1.4568
Ir -0.2197 0.0546 0.5508
P -2.0996 -0.5588 -0.5760
C -1.3883 -1.5696 -1.9700
C -1.3725 -1.0573 -3.2754
C -0.6054 -1.7003 -4.2517
C 0.1925 -2.8033 -3.9193
C 0.2763 -3.2281 -2.5784
C -0.4999 -2.5941 -1.6060
C -3.5756 -1.4779 -0.0704
C -4.4518 -0.8758 0.8467
C -5.6287 -1.5356 1.2402
C -5.9104 -2.8065 0.6882
C -5.0187 -3.4475 -0.2028
C -3.8494 -2.7533 -0.5830
C -2.7082 1.0737 -1.1329
C -2.2605 2.1789 -0.4106
C -2.4599 3.4802 -0.8870
C -3.2182 3.6637 -2.0465
C -3.7477 2.5658 -2.7271
C -3.4765 1.2539 -2.2880
C 2.1360 2.2870 1.0202
C 3.1202 3.1549 0.5101
C 3.2585 4.4443 1.0483
C 2.3917 4.8874 2.0480
C 1.3493 4.0668 2.4806
C 1.2244 2.7748 1.9660
H -4.2379 0.0983 1.2644
H -6.3531 -1.0693 1.9491
H -6.8322 -3.3441 0.9801
H -5.2301 -4.4456 -0.6164
H -3.1612 -3.2052 -1.2777
H -1.9043 -0.1346 -3.5255
H -0.6195 -1.3358 -5.2852
H 0.7670 -3.3230 -4.6811
H 0.9471 -4.0429 -2.2976
H -0.3372 -2.8255 -0.5488
H -1.6405 2.0197 0.4950
H -2.0120 4.3144 -0.3631
H -3.3990 4.6736 -2.4030
H -4.3571 2.7100 -3.6166
H -3.8476 0.3945 -2.8617
H 3.7782 2.8375 -0.3058
H 4.0466 5.1017 0.6760
H 2.5132 5.8730 2.4894
H 0.6344 4.4069 3.2279
H 0.3860 2.1439 2.2812
H 1.8956 -2.2447 1.0936
H 3.5844 -3.8021 2.0362
H 5.8770 -2.9743 2.5995
H 6.4563 -0.5751 2.2179
H 4.7470 1.0013 1.3159
H 3.2299 -1.2923 -1.4160
H 3.3282 -1.3790 -3.9201
H 2.6190 0.6302 -5.2629
H 1.5855 2.6144 -4.1048
H 1.1310 2.4872 -1.6748
H -0.1922 0.0289 -0.9551
H 0.1475 1.5704 0.0738
C -0.7284 -1.4797 5.2336
C 0.3750 -0.7352 4.8057
C 0.5515 -0.3144 3.4825
C -0.3937 -0.6401 2.5267
C -1.4984 -1.4049 2.8907
C -1.6483 -1.7926 4.2295
H -0.8551 -1.7967 6.2741
H 1.0989 -0.4783 5.5378
H 1.4481 0.2623 3.2190
H -2.2376 -1.7058 2.1483
H -2.5060 -2.3522 4.5206
```

## Properties
- Max |F|: 4.98 eV/A
- 2S+1: 5
- Net charge: +2
- E_LUMO (alpha / beta): -5.00 / -9.47 eV
- DFT total energy: -2408.91144 a.u.
- Frontier orbital gap (alpha / beta): 0.259 / 0.169 Ha
- ΔE to the lowest compared entry with this formula, charge and spin: 186.3 kJ/mol

---

# 3
Computed, not measured: an isolated molecule of C3H6N4O in a non-equilibrium geometry, with ωB97M-V/def2-TZVPD.

XYZ file:
```
14
Properties=species:S:1:pos:R:3
H 0.5356 0.4900 1.9678
N -0.0002 -0.4016 1.9955
C -1.0155 -0.3851 1.0952
N -2.0719 -1.2493 1.3196
N -1.2657 0.3406 -0.0943
C -0.3776 0.5443 -1.0044
N 0.9709 0.3272 -0.8010
C 2.0645 0.7337 -1.4925
O 1.9198 1.1171 -2.6756
H -2.7890 -1.1912 0.6185
H -2.0035 -1.8855 2.0264
H -0.5806 1.2697 -1.8337
H 1.4271 -0.1691 -0.0920
H 3.1863 0.4593 -1.0295
```

## Properties
- SMILES string: [H]/N=C(N)\N=C/NC=O
- Max |F|: 5.46 eV/A
- 2S+1: 1
- E_LUMO: -0.12 eV
- DFT total energy: -412.13171 a.u.
- Frontier orbital gap: 0.329 Ha
- ΔE to the lowest compared entry with this formula, charge and spin: 202.8 kJ/mol

---

# 4
Computed, not measured: an isolated molecule of C6H4 in a non-equilibrium geometry, with ωB97M-V/def2-TZVPD.

XYZ file:
```
10
Properties=species:S:1:pos:R:3
C -2.4068 0.4319 -0.0424
C -1.3283 -0.0846 0.1657
C -0.1028 -0.8145 0.4502
C 0.9634 0.1159 0.1769
C 1.8973 1.0705 0.6483
C 1.9224 0.4764 -0.6968
H -3.1969 1.0389 -0.3871
H -0.2352 -1.0935 1.5867
H 0.2024 -1.6964 -0.1985
H 2.2844 0.5555 -1.7028
```

## Properties
- SMILES string: C#CCC1=C=C1
- Max |F|: 3.07 eV/A
- 2S+1: 1
- E_LUMO: 0.65 eV
- DFT total energy: -230.79195 a.u.
- Frontier orbital gap: 0.357 Ha
- ΔE to the lowest compared entry with this formula, charge and spin: 222.5 kJ/mol

---

# 5
Computed, not measured: a structure of composition C3H6S in a non-equilibrium geometry, with ωB97M-V/def2-TZVPD.

XYZ file:
```
10
Properties=species:S:1:pos:R:3
C -0.6231 -0.0120 -0.3861
C 0.3779 1.1153 0.0662
C 0.2375 -1.1179 0.0774
H -1.2053 -0.0105 -1.4146
H -1.4091 -0.0904 0.2466
H 0.5394 1.9743 -0.5664
H 0.2707 1.6178 1.1513
H 0.0101 -2.2018 -0.2292
H 0.0384 -1.1325 1.2685
S 1.7634 -0.1423 -0.2138
```

## Properties
- Max |F|: 3.62 eV/A
- 2S+1: 1
- E_LUMO: 0.94 eV
- DFT total energy: -516.00930 a.u.
- Frontier orbital gap: 0.349 Ha
- ΔE to the lowest compared entry with this formula, charge and spin: 148.4 kJ/mol

---

Number 2 is which compound?
C42H37IrP2

---

Among the records above, which one has the highest ΔE to the lowest compared entry with this formula, charge and spin?
C6H4

---

Repeat the fifth record exactly.
Computed, not measured: a structure of composition C3H6S in a non-equilibrium geometry, with ωB97M-V/def2-TZVPD.

XYZ file:
```
10
Properties=species:S:1:pos:R:3
C -0.6231 -0.0120 -0.3861
C 0.3779 1.1153 0.0662
C 0.2375 -1.1179 0.0774
H -1.2053 -0.0105 -1.4146
H -1.4091 -0.0904 0.2466
H 0.5394 1.9743 -0.5664
H 0.2707 1.6178 1.1513
H 0.0101 -2.2018 -0.2292
H 0.0384 -1.1325 1.2685
S 1.7634 -0.1423 -0.2138
```

## Properties
- Max |F|: 3.62 eV/A
- 2S+1: 1
- E_LUMO: 0.94 eV
- DFT total energy: -516.00930 a.u.
- Frontier orbital gap: 0.349 Ha
- ΔE to the lowest compared entry with this formula, charge and spin: 148.4 kJ/mol